The following is a quantum chemistry calculation of C16H18AsF6FeN2S2 as an isolated structure, from the Open Molecules 2025 dataset.

Cartesian coordinates (Å):
1 Fe -0.272 1.157 0.343
2 C -1.210 -1.841 -0.570
3 N -0.551 -0.645 -1.133
4 C 0.839 -0.983 -1.525
5 C 1.709 -1.138 -0.296
6 N 1.786 0.147 0.413
7 C 2.818 1.008 -0.213
8 C 2.059 0.047 1.835
9 C 2.743 -1.021 2.391
10 C 2.993 -1.047 3.756
11 C 2.567 0.005 4.553
12 C 1.893 1.077 3.991
13 C 1.634 1.112 2.626
14 S 0.770 2.473 1.897
15 C -1.248 -0.121 -2.298
16 C -2.051 -0.919 -3.103
17 C -2.676 -0.384 -4.219
18 C -2.498 0.951 -4.541
19 C -1.704 1.751 -3.737
20 C -1.081 1.228 -2.610
21 S -0.099 2.288 -1.594
22 H -1.066 -2.705 -1.225
23 H -2.272 -1.651 -0.442
24 H -0.795 -2.070 0.407
25 H 1.217 -0.179 -2.156
26 H 0.846 -1.903 -2.119
27 H 2.705 -1.483 -0.597
28 H 1.298 -1.887 0.379
29 H 3.781 0.488 -0.193
30 H 2.892 1.941 0.339
31 H 2.541 1.239 -1.238
32 H 3.089 -1.835 1.768
33 H 3.520 -1.886 4.189
34 H 2.753 -0.010 5.618
35 H 1.545 1.894 4.610
36 H -2.205 -1.959 -2.864
37 H -3.304 -1.016 -4.832
38 H -2.986 1.374 -5.408
39 H -1.571 2.800 -3.964
40 F -2.598 0.755 0.001
41 As -2.997 0.523 1.731
42 F -2.237 2.076 1.949
43 F -1.296 -0.170 1.767
44 F -3.153 0.306 3.410
45 F -3.604 -1.043 1.388
46 F -4.521 1.254 1.519

Cartesian forces (eV/Å) of the 3 atoms listed first:
0.28 -0.41 -0.22
-0.03 0.04 -0.01
0.09 -0.10 -0.11

Properties
- HOMO level (spin up / spin down) (eV) = -8.46 / -8.43
- frontier orbital gap (spin up / spin down) (eV) = 8.81 / 6.67
- total energy (eV) = -153070.18961
- 2S+1 = 6